Record 1
This record from the Open Molecules 2025 dataset describes a cluster of 2 separate species, C7H17NO in total. The level of theory is ωB97M-V with the def2-TZVPD basis set.

The geometry in XYZ format:
```
26
Properties=species:S:1:pos:R:3:lowdin_charge:R:1
O -0.1902 -0.8405 1.4686 0.281
N 0.7793 -1.4969 -0.4784 -0.016
C -0.6579 2.2327 1.9408 -0.177
C -0.4054 -2.4658 -0.4442 -0.018
C 0.7255 -0.7610 0.6829 -0.383
C 0.7487 -0.9149 -1.8636 -0.180
C -0.5330 -0.3980 -2.4000 -0.109
C -0.8088 2.1080 0.4114 -0.155
C 1.7760 0.0799 1.4390 0.080
H -0.7891 0.6158 -2.8266 0.116
H -0.0680 3.0970 2.3561 0.095
H -1.3383 1.2207 0.0846 0.047
H 2.7429 -0.4505 1.7137 0.147
H -0.9708 -2.4667 -1.2751 0.023
H 0.0498 -3.5681 -0.3031 0.160
H 1.3119 0.2935 2.4260 0.099
H -1.4114 -0.2609 -1.7809 0.071
H 0.8612 -1.9453 -2.3717 0.156
H 0.1894 2.0426 0.0249 0.037
H -0.3842 1.2323 2.4308 0.039
H 1.8599 1.0280 0.9282 0.095
H -0.8245 -1.1101 -3.1794 0.091
H -1.7115 2.2537 2.4214 0.100
H 1.6441 -0.2554 -2.0045 0.147
H -1.3369 3.0816 0.2207 0.101
H -1.2586 -2.3517 0.3784 0.153
```

The max |F| comes out at 5.83 eV Å⁻¹. As for the LUMO energy (spin up / spin down): -4.27 / -8.29 eV. The HOMO-LUMO gap (spin up / spin down) is 10.53 / 6.49 eV. As for the expectation value of S²: 0.755. The value obtained for the highest occupied orbital energy (spin up / spin down) is -14.803 / -14.773 eV. The energy relative to the best compared isomer or geometry (same formula, charge and spin) is 3.494 eV. As for the spin multiplicity: 2. As for the charge: +1.

---

Record 2
This record from the Open Molecules 2025 dataset describes a structure of composition C28H21N4NiS. The level of theory is ωB97M-V with the def2-TZVPD basis set.

The geometry in XYZ format:
```
55
Properties=species:S:1:pos:R:3:lowdin_charge:R:1
Ni 0.4588 1.0212 -0.5367 0.147
S 2.3674 1.8746 -0.0191 0.730
N -1.3233 0.5628 -1.0701 0.035
N -0.0313 2.7410 -1.1840 -0.064
N 0.7887 3.8147 -1.0805 0.009
N 2.8312 4.4769 -0.3437 0.057
C -3.8332 0.1611 -2.1318 -0.068
C -1.2759 5.0066 -2.8998 -0.033
C 5.0377 -2.6823 3.9686 -0.145
C -1.2614 2.8752 -1.5955 -0.165
C 2.7048 -2.7959 2.3339 -0.188
C -3.1108 6.5527 -2.7191 -0.100
C -0.3799 -6.0264 1.9713 -0.128
C -1.8718 -0.6534 -1.0380 -0.076
C 1.9370 3.4591 -0.5308 -0.832
C 0.5155 -4.9948 2.1820 -0.064
C 1.2379 -1.6145 0.7836 -0.173
C -2.0049 1.6061 -1.6121 -0.179
C -0.1755 -3.9941 0.1246 -0.060
C -3.2689 1.4243 -2.1651 -0.020
C 3.4244 -3.9552 2.6976 -0.066
C 4.5533 -3.8961 3.4939 -0.128
C -3.7228 5.7155 -1.7981 -0.088
C 1.5464 -2.7997 1.4636 -0.209
C 0.6621 -3.9274 1.2651 -0.183
C -1.8862 6.1941 -3.2669 -0.086
C -1.1883 -6.0677 0.8402 -0.148
C -3.1157 4.5230 -1.4348 -0.046
C 3.2240 -1.5764 2.8210 -0.045
C -3.1346 -0.8927 -1.5565 -0.047
C -1.8896 4.1533 -1.9844 -0.174
C 4.3567 -1.5242 3.6102 -0.121
C -1.0691 -5.0279 -0.0765 -0.129
C 0.8955 -0.6541 0.0921 -0.157
H -3.5470 -1.8901 -1.5059 0.104
H -0.0859 -3.2067 -0.6132 0.082
H -4.8162 0.0015 -2.5573 0.103
H 5.9274 -2.6393 4.5841 0.077
H 1.0946 -4.9859 3.0946 0.094
H 4.7112 -0.5599 3.9577 0.089
H -3.5835 7.4833 -3.0069 0.096
H 3.7852 4.2165 -0.1675 0.073
H -1.6760 -5.0304 -0.9767 0.086
H 3.1018 -4.9143 2.3167 0.094
H 5.0762 -4.8158 3.7347 0.087
H -0.4596 -6.8110 2.7167 0.088
H 2.7128 -0.6606 2.5494 0.095
H -1.8892 -6.8773 0.6821 0.077
H -1.2620 -1.4139 -0.5669 0.081
H -3.5877 3.8796 -0.7028 0.119
H -1.3998 6.8467 -3.9809 0.099
H -0.3151 4.7337 -3.3126 0.109
H 2.6714 5.3157 -0.8752 0.086
H -4.6711 5.9922 -1.3553 0.099
H -3.7858 2.2567 -2.6192 0.108
```

The max |F| comes out at 0.78 eV Å⁻¹. As for the LUMO energy (spin up / spin down): 1.54 / 1.66 eV. The HOMO-LUMO gap (spin up / spin down) is 3.40 / 3.68 eV. The value obtained for the highest occupied orbital energy (spin up / spin down) is -1.868 / -2.019 eV. As for the charge: -1.

---

Record 3
This record from the Open Molecules 2025 dataset describes a structure of composition C31H28Cl2LaN6OS2Si. The level of theory is ωB97M-V with the def2-TZVPD basis set.

The geometry in XYZ format:
```
72
Properties=species:S:1:pos:R:3:lowdin_charge:R:1
La 0.0643 0.0340 0.3560 1.705
Cl 1.1601 -4.5089 2.3304 0.739
Cl 6.0533 -4.2975 0.1247 0.723
S -4.4069 2.8270 -0.0598 1.095
S -0.4146 0.8973 3.2396 0.552
Si -1.9614 -1.6395 -1.2086 0.454
O 0.9464 -1.6754 1.3247 -0.450
N -2.3287 -1.0492 3.4684 -0.100
N -3.1405 0.9457 3.5038 0.074
N 2.7088 -0.3809 -0.1712 0.008
N -2.1246 1.7339 0.1991 -0.071
N 0.4881 2.7295 0.3094 0.042
N -0.1236 4.8037 -0.2255 0.193
C 2.1498 5.9071 -0.0524 -0.004
C -3.4009 1.4817 0.2013 -0.472
C -1.9012 3.0707 -0.0352 -0.315
C 1.2453 4.8539 -0.0084 -0.174
C -4.4364 -3.7968 1.4149 -0.110
C -3.6974 -1.1638 3.6096 -0.032
C 2.3402 -3.6051 1.4547 -0.572
C -1.1655 -3.2556 -1.8217 -0.259
C -4.2105 0.0846 3.6324 -0.051
C 1.6116 3.5513 0.3365 -0.219
C 3.5788 -4.2160 1.1594 -0.105
C -1.3873 -2.1555 3.5774 -0.018
C -5.6899 -3.2186 1.2632 -0.101
C -2.7324 -0.8437 -2.7604 -0.267
C -3.0266 3.8232 -0.2010 -0.315
C -3.4700 -2.2428 -0.1970 -0.326
C -0.5106 3.5229 -0.0132 -0.277
C 5.2185 -1.4597 -0.7600 0.001
C 4.3021 -2.2103 0.0048 -0.162
C -4.7508 -1.6979 -0.3439 -0.141
C 3.8360 4.3079 0.6577 -0.066
C 2.0731 -2.3114 1.0781 -0.380
C 4.8665 -0.2168 -1.2084 -0.026
C 3.5860 0.2740 -0.9013 -0.136
C -3.3517 -3.3074 0.7046 -0.127
C -1.9894 0.2518 3.3951 -0.791
C -5.8424 -2.1629 0.3775 -0.088
C 3.4544 5.6062 0.2816 -0.067
C 3.0611 -1.6179 0.3045 -0.148
C 2.9282 3.2702 0.6969 -0.022
C 4.5376 -3.5353 0.4684 -0.599
H -3.5521 -1.4356 -3.1740 0.031
H -3.8087 0.4916 0.3526 0.057
H -1.9716 -0.7631 -3.5398 0.016
H -3.1131 4.8787 -0.3885 0.081
H -3.1115 0.1672 -2.5895 -0.001
H -1.9186 -3.0628 3.3114 0.087
H -0.6981 -3.8213 -1.0143 0.007
H -0.5482 -2.0033 2.9003 0.030
H -0.3804 -3.0364 -2.5492 0.015
H 5.5391 0.3827 -1.8030 0.114
H -6.5403 -3.6061 1.8086 0.104
H 3.2785 1.2442 -1.2780 0.108
H -5.2226 0.4300 3.7259 0.124
H -4.3121 -4.6471 2.0756 0.107
H 1.8514 6.9101 -0.3212 0.117
H -0.7195 5.5665 -0.4946 0.168
H -6.8198 -1.7267 0.2165 0.103
H -1.0201 -2.2085 4.6019 0.111
H -3.1575 1.9508 3.5135 0.154
H 4.8633 4.1213 0.9372 0.110
H -2.3889 -3.7947 0.8301 0.095
H -4.9171 -0.9189 -1.0812 0.089
H 4.1966 6.3916 0.2690 0.111
H 3.7557 -5.2278 1.4928 0.112
H 6.1866 -1.8803 -0.9937 0.099
H -4.1728 -2.1252 3.6513 0.122
H 3.2326 2.2831 1.0198 0.105
H -1.8936 -3.9061 -2.3104 0.033
```

The max |F| comes out at 1.83 eV Å⁻¹. As for the LUMO energy: -2.86 eV. The HOMO-LUMO gap is 6.39 eV. The value obtained for the highest occupied orbital energy is -9.248 eV. The energy relative to the best compared isomer or geometry (same formula, charge and spin) is 0.156 eV. As for the charge: +1.

---

Record 4
This record from the Open Molecules 2025 dataset describes a cluster of 26 separate species, ClH50O25 in total. The level of theory is ωB97M-V with the def2-TZVPD basis set.

The geometry in XYZ format:
```
76
Properties=species:S:1:pos:R:3:lowdin_charge:R:1
Cl 19.6318 -18.6286 -4.2313 0.194
O 17.7294 -19.3834 -0.8588 -0.057
O 17.4406 -16.2139 -3.2268 -0.062
O 22.4544 -19.7870 -5.7593 -0.048
O 21.1186 -17.3078 -1.7522 -0.073
O 17.9185 -22.2152 -0.7288 -0.066
O 19.1138 -19.6887 -8.8199 -0.027
O 21.5419 -23.2436 -2.8951 -0.058
O 15.4670 -18.9482 -3.4785 -0.030
O 21.7401 -15.6798 -5.3640 -0.051
O 21.5198 -22.3762 -5.8381 -0.047
O 20.5415 -13.0080 -4.9391 -0.062
O 18.1634 -14.0981 -7.2821 -0.059
O 22.3473 -20.7639 -2.4719 -0.018
O 18.4867 -21.5217 -3.2639 -0.057
O 19.5001 -14.7254 -2.3332 -0.047
O 16.4812 -15.1639 -0.9620 -0.063
O 18.0345 -20.5527 -6.2166 -0.084
O 20.6704 -17.6862 -7.0850 -0.081
O 23.4504 -16.7770 -3.3489 -0.067
O 23.0969 -16.4733 -7.5298 -0.034
O 15.6775 -21.4487 -4.3212 -0.067
O 21.3895 -19.1469 0.0998 -0.066
O 18.8876 -23.1434 -6.4028 -0.076
O 15.5941 -21.0469 -7.3354 -0.071
O 17.3969 -16.7801 -7.5410 -0.034
H 16.3742 -18.7274 -3.2675 0.022
H 21.7602 -20.4604 -1.7795 0.037
H 22.2280 -19.5015 -6.6445 0.037
H 22.3582 -17.0800 -7.5784 -0.003
H 20.7388 -13.9380 -5.0500 -0.017
H 21.2428 -18.5955 -0.6688 -0.043
H 15.5468 -21.7782 -6.7195 0.018
H 22.0077 -19.1649 -5.1850 -0.027
H 19.8620 -19.7177 -9.4161 0.059
H 17.9851 -18.6095 -0.3567 0.031
H 20.7711 -16.4283 -1.6040 0.046
H 17.3989 -17.3512 -8.3091 0.042
H 18.5436 -14.1939 -8.1553 0.024
H 18.3758 -19.9973 -9.3456 0.058
H 17.9106 -14.9867 -7.0316 -0.026
H 16.9776 -22.1828 -0.9017 0.037
H 22.1997 -20.1551 -3.1956 0.021
H 18.4546 -19.9546 -5.5985 -0.077
H 18.6213 -20.6047 -3.5031 -0.065
H 21.3720 -12.5643 -5.1112 0.027
H 20.0565 -17.8337 -6.3655 -0.065
H 21.8052 -22.3258 -2.9624 -0.036
H 18.3223 -21.9048 -1.5392 -0.024
H 23.1740 -16.4234 -4.1944 -0.014
H 22.8625 -15.7614 -8.1251 0.055
H 18.2248 -20.1806 -7.0777 0.005
H 22.1944 -15.7552 -6.2031 -0.008
H 21.6157 -18.5314 0.7970 0.032
H 18.7259 -15.2196 -2.6024 -0.034
H 22.6807 -17.2413 -3.0198 -0.023
H 17.9776 -20.1225 -0.3035 0.009
H 21.7417 -21.4452 -5.8215 -0.013
H 21.0420 -16.3331 -5.4094 0.003
H 16.5375 -15.8711 -1.6046 -0.014
H 17.0000 -15.9474 -4.0336 0.078
H 16.5166 -16.8712 -7.1764 0.061
H 16.7398 -14.3793 -1.4455 0.021
H 19.1431 -22.0006 -3.7700 0.050
H 22.2985 -23.6824 -2.5063 0.042
H 21.6732 -22.6754 -4.9419 0.007
H 14.9623 -18.6307 -2.7297 0.063
H 16.5805 -21.6716 -4.0952 -0.006
H 20.5047 -17.7077 -2.3682 -0.081
H 18.1276 -16.8147 -3.5156 -0.037
H 15.5917 -20.5253 -4.0841 -0.037
H 18.4114 -22.3307 -6.5726 -0.027
H 19.3991 -13.8723 -2.7555 0.029
H 19.7355 -22.8581 -6.0624 -0.034
H 20.1267 -17.7079 -7.8725 0.037
H 16.5131 -20.7794 -7.3202 -0.031
```

The max |F| comes out at 1.32 eV Å⁻¹. As for the LUMO energy: 1.15 eV. The HOMO-LUMO gap is 8.87 eV. The value obtained for the highest occupied orbital energy is -7.719 eV. The energy relative to the best compared isomer or geometry (same formula, charge and spin) is 0.548 eV. As for the charge: -1.